A cluster of 5 separate species, C26H54N2O9P in total at a distorted geometry. Source: OMol25; level of theory: ωB97M-V/def2-TZVPD.

Properties
Total charge: +1
LUMO level (eV): -3.0
Frontier orbital gap (eV): 8.035
HOMO level (Ha): -0.4048
Calculated total energy (a.u.): -2150.77228

Geometry (Å):
C: -3.06 0.20 -0.26
C: -2.12 1.49 -0.51
N: -0.71 1.12 -0.22
C: 0.28 1.94 -0.96
C: 0.35 1.63 -2.53
C: 1.01 0.22 -2.91
C: 0.28 -1.06 -2.28
O: 0.78 -1.44 -0.96
C: 2.18 -1.77 -0.98
P: 3.14 -1.18 0.54
O: 4.60 -1.69 0.35
O: 3.18 0.50 0.71
O: 2.58 -1.99 1.94
C: 2.95 -1.25 -2.30
N: 2.51 0.16 -2.66
C: -0.42 1.05 1.23
C: -0.52 2.36 2.13
O: -0.11 -0.06 1.74
H: -3.89 0.16 -1.07
H: -3.60 0.23 0.75
H: -2.51 -0.79 -0.33
H: -2.51 2.30 0.21
H: -2.28 1.82 -1.60
H: 1.34 1.91 -0.50
H: -0.06 3.04 -0.87
H: 1.01 2.45 -3.02
H: -0.66 1.72 -3.07
H: 0.90 0.11 -4.06
H: -0.83 -0.80 -2.12
H: 0.28 -1.96 -3.00
H: 2.24 -2.93 -0.97
H: 3.48 0.76 1.62
H: 3.37 -2.41 2.34
H: 4.09 -1.25 -2.18
H: 2.73 -2.00 -3.15
H: 2.99 0.37 -3.56
H: 2.83 0.87 -1.98
H: -1.19 3.16 1.65
H: 0.52 2.81 2.32
H: -1.02 2.05 3.11
C: -0.89 7.14 -1.28
C: -1.71 6.83 -2.51
C: -1.40 5.37 -2.74
O: -1.14 4.79 -1.45
C: -1.01 5.86 -0.49
H: -1.25 8.02 -0.72
H: 0.15 7.32 -1.56
H: -2.78 6.96 -2.29
H: -1.47 7.46 -3.37
H: -0.49 5.24 -3.34
H: -2.22 4.83 -3.22
H: -1.90 5.85 0.14
H: -0.14 5.67 0.15
C: -0.25 -6.82 0.56
C: -1.27 -5.77 0.16
C: -0.42 -4.78 -0.61
O: 0.64 -5.53 -1.22
C: 0.65 -6.85 -0.66
H: -0.69 -7.79 0.79
H: 0.31 -6.48 1.43
H: -2.02 -6.21 -0.50
H: -1.79 -5.32 1.01
H: 0.04 -4.04 0.06
H: -0.99 -4.25 -1.38
H: 0.28 -7.55 -1.42
H: 1.68 -7.13 -0.41
C: 5.07 -5.18 2.02
C: 5.83 -6.22 2.80
C: 4.81 -7.33 2.93
O: 3.97 -7.26 1.76
C: 4.24 -6.03 1.08
H: 5.71 -4.46 1.50
H: 4.41 -4.62 2.69
H: 6.69 -6.57 2.21
H: 6.20 -5.87 3.76
H: 4.17 -7.19 3.80
H: 5.27 -8.32 2.99
H: 4.79 -6.27 0.16
H: 3.30 -5.55 0.80
C: -6.13 4.92 1.22
C: -5.85 4.93 2.71
C: -4.34 4.80 2.75
O: -3.84 5.43 1.55
C: -4.94 5.68 0.67
H: -7.09 5.37 0.95
H: -6.12 3.89 0.85
H: -6.15 5.89 3.14
H: -6.36 4.14 3.26
H: -4.03 3.75 2.73
H: -3.90 5.28 3.62
H: -5.13 6.76 0.67
H: -4.68 5.37 -0.34